Run w
The following is a DFT calculation (ωB97M-V/def2-TZVPD) of the molecule C5H11NS.

Computed properties:
Structure (SMILES) = C[C@H](S)C1CNC1
Net charge = 0
HOMO energy = -9.02 eV
Spin multiplicity = 1

Last column: natural (NBO) charge in e.
Cartesian coordinates (Å):
C 0.9491 1.5302 -0.3530  -0.63
C 1.1713 0.2828 0.4978  -0.32
S 2.6755 -0.6461 0.0668  -0.04
C -0.0468 -0.6577 0.5340  -0.24
C -1.4516 -0.1050 0.9444  -0.22
N -1.8157 0.0023 -0.4952  -0.62
C -0.7280 -0.9496 -0.8047  -0.23
H 1.6646 2.3147 -0.0272  0.22
H -0.0911 1.8725 -0.2148  0.23
H 1.0799 1.1879 -1.4027  0.21
H 1.3771 0.6702 1.5136  0.22
H 2.4698 -0.7768 -1.2775  0.12
H 0.1830 -1.5447 1.1284  0.21
H -1.9689 -0.9781 1.4498  0.17
H -1.4831 0.8011 1.5408  0.19
H -2.7551 -0.3558 -0.5896  0.35
H -1.0963 -1.9352 -0.7857  0.18
H -0.1338 -0.7127 -1.7250  0.19

***

Run x
The following is a DFT calculation (ωB97M-V/def2-TZVPD) of the molecule C5H11NS.

Computed properties:
Structure (SMILES) = C[C@]1(CCS)CN1
Net charge = 0
HOMO energy = -9.03 eV
Spin multiplicity = 1

Last column: natural (NBO) charge in e.
Cartesian coordinates (Å):
C -1.5731 0.6427 0.2116  -0.61
C -0.0905 0.6773 0.3925  0.01
C 0.5877 -0.5995 0.7939  -0.41
C 0.1559 -1.6289 -0.1822  -0.48
S 0.8153 -1.6296 -1.9634  -0.14
C 0.8209 1.7614 0.5131  -0.24
N 0.5399 1.1925 -0.8070  -0.60
H -2.1650 1.5704 0.0865  0.24
H -1.8949 0.0133 1.0824  0.20
H -1.9088 0.0556 -0.6771  0.21
H 1.6093 -0.5006 1.0616  0.23
H 0.2201 -1.2349 1.7990  0.21
H -0.8863 -1.8461 -0.2607  0.23
H 0.6113 -2.4839 0.1941  0.21
H -0.3028 -0.9775 -2.7842  0.16
H 0.4642 2.8058 0.5864  0.20
H 1.7816 1.6134 1.1520  0.19
H 1.2151 0.5686 -1.1982  0.37

***

It is run x that is the least stable of them.

***

Run w
The following is a DFT calculation (ωB97M-V/def2-TZVPD) of a structure of composition CH3O3S.

Computed properties:
Net charge = -1
HOMO energy = -3.24 eV
Spin multiplicity = 1

Last column: natural (NBO) charge in e.
Cartesian coordinates (Å):
C 1.0610 -0.1803 0.4327  -0.35
O -1.6410 -0.8684 0.8567  -1.03
O -1.3497 0.5496 -1.1459  -1.01
O 1.1690 1.0111 1.0260  -0.76
S -0.6678 -0.4391 -0.2266  1.75
H 1.3991 -0.0653 -0.9354  -0.03
H 0.4692 1.6240 0.8202  0.45
H -0.4398 -1.6314 -0.8276  -0.04

***

Run x
The following is a DFT calculation (ωB97M-V/def2-TZVPD) of the ion CH3O3S with charge -1.

Computed properties:
Net charge = -1
HOMO energy = -4.12 eV
Spin multiplicity = 1

Last column: natural (NBO) charge in e.
Cartesian coordinates (Å):
C 1.0324 -0.0921 0.0754  -0.27
O -1.2599 1.2804 -0.5143  -1.01
O -2.4508 -0.7600 -0.5025  -1.00
O 0.0456 -0.8674 0.6554  -0.79
S -1.6526 0.1309 0.3505  1.63
H 0.7719 0.6804 -0.6766  0.20
H 1.8223 -0.8232 -0.2057  0.14
H 1.6911 0.4510 0.8177  0.11

***

It is run w that is the least stable of them.

***

Run w
The following is a DFT calculation (ωB97M-V/def2-TZVPD) of the molecule C3H8BrN.

Computed properties:
Structure (SMILES) = CCN(C)Br
Net charge = 0
HOMO energy (alpha / beta) = -9.44 / -9.62 eV
Spin multiplicity = 1

Last column: natural (NBO) charge in e.
Cartesian coordinates (Å):
C -1.3946 0.8864 0.7583  -0.60
C -0.6599 -0.1204 -0.1671  -0.29
N 0.6472 0.2200 -0.2534  -0.21
C 1.4815 -0.7804 -0.9007  -0.45
Br 1.6842 0.4135 1.8739  -0.13
H -1.1863 1.8621 0.4355  0.21
H -2.4850 0.9699 0.6645  0.21
H -0.9994 0.8054 1.6854  0.22
H -0.9664 -1.2044 0.2108  0.17
H -1.1191 0.0128 -1.0828  0.24
H 2.2313 -0.2995 -1.3410  0.20
H 1.7830 -1.4525 -0.1910  0.22
H 0.9835 -1.3129 -1.6925  0.20

***

Run x
The following is a DFT calculation (ωB97M-V/def2-TZVPD) of a cluster of 2 separate species, C3H8BrN in total.

Computed properties:
Structure (SMILES) = C/C=N/C.Br
Net charge = 0
HOMO energy = -9.67 eV
Spin multiplicity = 1

Last column: natural (NBO) charge in e.
Cartesian coordinates (Å):
C -1.0472 0.6067 -1.5288  -0.66
C -0.3877 -0.4751 -0.7217  0.14
N 0.0896 -0.2014 0.4342  -0.44
C 0.6283 -1.2184 1.2707  -0.43
H -1.1211 0.4554 -2.6497  0.22
H -2.0758 0.5598 -1.1819  0.23
H -0.6017 1.5201 -1.3244  0.24
H -0.3759 -1.5631 -1.1139  0.14
H 0.3648 -2.2504 1.0430  0.18
H 1.6161 -0.9615 1.2628  0.20
H 0.2318 -1.0536 2.2780  0.20
Br 1.3164 2.9767 0.9294  -0.23
H 1.3624 1.6048 1.3022  0.22

***

It is run w that is the least stable of them.

***

Run w
The following is a DFT calculation (ωB97M-V/def2-TZVPD) of a structure of composition C25H25N3O5S3Ta.

Computed properties:
Net charge = +1
HOMO energy = -11.05 eV
Spin multiplicity = 1

Last column: natural (NBO) charge in e.
Cartesian coordinates (Å):
Ta 0.0708 -0.1132 -0.4325  1.93
O 0.7217 -2.2585 -0.6251  -0.70
C 1.1601 -2.9653 0.5612  -0.08
C 0.1578 -2.6561 1.6449  -0.25
N 0.0044 -1.1920 1.8223  -0.44
C -1.3159 -0.9225 2.4120  -0.35
C -2.3418 -0.8805 1.2934  0.79
O -3.5134 -1.0469 1.4565  -0.53
O -1.7851 -0.6557 0.1008  -0.83
C 1.1229 -0.6427 2.5981  -0.36
C 2.2824 -0.3620 1.6558  0.79
O 3.4281 -0.3587 1.9903  -0.53
O 1.8622 -0.1232 0.4108  -0.80
H 0.0790 -2.7938 -1.1133  0.53
H 2.1690 -2.6236 0.7736  0.23
H 1.1997 -4.0312 0.3443  0.22
H 0.4373 -3.1289 2.5905  0.23
H -0.8129 -3.0582 1.3466  0.22
H -1.3113 0.0589 2.8839  0.26
H -1.5975 -1.6655 3.1594  0.23
H 1.4448 -1.3037 3.4034  0.24
H 0.8234 0.3079 3.0413  0.25
S -0.2735 1.9258 1.0502  -0.05
C -1.2330 2.3838 -0.3039  -0.06
N -1.1369 1.5789 -1.3315  -0.60
C -1.8436 2.0477 -2.4413  0.19
C -1.8655 1.5211 -3.7294  -0.24
C -2.6362 2.1540 -4.6849  -0.18
C -3.3736 3.3018 -4.3826  -0.20
C -3.3335 3.8516 -3.1159  -0.20
C -2.5552 3.2172 -2.1562  -0.23
S -2.2484 3.7415 -0.5200  0.51
H -1.2665 0.6591 -3.9837  0.23
H -2.6574 1.7612 -5.6926  0.22
H -3.9668 3.7763 -5.1518  0.23
H -3.8774 4.7568 -2.8834  0.24
C -2.8275 -3.0300 -5.7980  -0.65
C -2.2019 -2.3998 -4.5937  0.07
C -0.8170 -2.3561 -4.4309  -0.25
C -0.2751 -1.7760 -3.3066  0.04
N -1.0203 -1.2501 -2.3169  -0.54
C -2.3530 -1.2923 -2.4656  0.06
C -2.9645 -1.8455 -3.5742  -0.20
H -2.2136 -2.8829 -6.6851  0.24
H -3.8226 -2.6304 -5.9835  0.24
H -2.9262 -4.1063 -5.6409  0.25
H -0.1547 -2.7625 -5.1841  0.24
H 0.7980 -1.7129 -3.1859  0.23
H -2.9398 -0.8627 -1.6688  0.25
H -4.0446 -1.8279 -3.6329  0.23
S 1.3342 0.8216 -2.2775  -0.07
C 2.9717 0.1175 -2.4093  -0.08
C 3.2645 -0.6147 -3.5591  -0.27
C 4.5279 -1.1549 -3.7414  -0.21
C 5.5107 -0.9616 -2.7811  -0.20
C 5.2277 -0.2105 -1.6499  -0.18
C 3.9653 0.3341 -1.4622  -0.24
H 2.5140 -0.7267 -4.3323  0.21
H 4.7468 -1.7163 -4.6403  0.22
H 6.4976 -1.3820 -2.9205  0.22
H 5.9931 -0.0383 -0.9049  0.23
H 3.7629 0.9254 -0.5826  0.24

***

Run x
The following is a DFT calculation (ωB97M-V/def2-TZVPD) of a structure of composition C25H25N3O5S3Ta.

Computed properties:
Net charge = +1
HOMO energy = -11.12 eV
Spin multiplicity = 1

Last column: natural (NBO) charge in e.
Cartesian coordinates (Å):
Ta 0.2008 -0.6810 0.5860  1.93
O 2.5488 -0.5337 0.1460  -0.71
C 3.1403 0.3950 -0.7802  -0.08
C 2.4931 1.7489 -0.6103  -0.25
N 1.0339 1.6062 -0.7033  -0.43
C 0.3460 2.5471 0.1751  -0.35
C 0.5956 2.1240 1.6115  0.79
O 0.6230 2.8524 2.5519  -0.51
O 0.8119 0.7883 1.7144  -0.82
C 0.5079 1.5922 -2.0569  -0.35
C -0.5396 0.4946 -2.2223  0.79
O -1.2090 0.3533 -3.1995  -0.52
O -0.5841 -0.3272 -1.1714  -0.81
H 2.8919 -0.3790 1.0395  0.53
H 2.9630 -0.0198 -1.7711  0.20
H 4.2176 0.4297 -0.6233  0.22
H 2.8846 2.4718 -1.3326  0.22
H 2.7364 2.1311 0.3827  0.22
H -0.7303 2.4904 -0.0066  0.25
H 0.6645 3.5843 0.0421  0.23
H 1.3038 1.3849 -2.7756  0.24
H 0.0657 2.5455 -2.3542  0.25
S -1.8470 0.1293 1.6426  0.02
C -2.5448 -1.2686 0.9183  -0.07
N -1.6788 -2.1167 0.4268  -0.56
C -2.3393 -3.2023 -0.1726  0.19
C -1.7894 -4.3051 -0.8217  -0.24
C -2.6292 -5.2793 -1.3242  -0.18
C -4.0157 -5.1829 -1.1951  -0.20
C -4.5810 -4.0978 -0.5589  -0.20
C -3.7335 -3.1169 -0.0571  -0.23
S -4.1985 -1.6598 0.7661  0.51
H -0.7265 -4.4079 -0.9444  0.22
H -2.2026 -6.1355 -1.8292  0.22
H -4.6504 -5.9601 -1.5977  0.23
H -5.6540 -4.0079 -0.4560  0.24
C 2.8283 -5.2923 -3.6233  -0.65
C 2.2366 -4.3039 -2.6688  0.09
C 1.9040 -3.0105 -3.0662  -0.25
C 1.3345 -2.1392 -2.1667  0.07
N 1.0660 -2.4388 -0.8830  -0.51
C 1.3853 -3.6858 -0.5083  0.06
C 1.9608 -4.6211 -1.3473  -0.25
H 3.5774 -4.8210 -4.2585  0.24
H 2.0479 -5.6887 -4.2760  0.25
H 3.2862 -6.1281 -3.0986  0.23
H 2.0766 -2.6777 -4.0812  0.24
H 1.0731 -1.1524 -2.5089  0.20
H 1.1700 -3.9443 0.5169  0.24
H 2.1840 -5.6034 -0.9519  0.24
S 1.2218 -2.2031 2.1583  -0.14
C 0.0541 -1.8538 3.4699  -0.19
C -1.1029 -2.6202 3.5688  -0.23
C -2.0279 -2.3346 4.5605  -0.20
C -1.7913 -1.3005 5.4570  -0.19
C -0.6140 -0.5671 5.3806  -0.21
C 0.3129 -0.8422 4.3901  -0.15
H -1.2831 -3.4221 2.8642  0.22
H -2.9321 -2.9245 4.6364  0.22
H -2.5176 -1.0779 6.2274  0.23
H -0.4212 0.2283 6.0880  0.23
H 1.2168 -0.2552 4.3051  0.22

***

It is run x that is the least stable of them.

***

Run w
The following is a DFT calculation (ωB97M-V/def2-TZVPD) of a cluster of 3 separate species, C6H16N2O in total.

Computed properties:
Net charge = 0
HOMO energy (alpha / beta) = -5.49 / -5.48 eV
Spin multiplicity = 1

Last column: natural (NBO) charge in e.
Cartesian coordinates (Å):
C -0.3602 0.3456 -0.3506  0.39
C -0.1981 -2.2428 0.1181  0.09
C 0.0499 -0.2106 0.8678  -0.35
C 0.2552 2.0310 1.1944  -0.54
C -1.8083 0.5573 -0.6577  -0.69
C 1.7221 2.3182 1.0123  -0.65
N 0.5018 0.4348 -1.3840  -0.79
N 0.6365 -2.5343 -1.0046  -0.89
O -1.5820 -2.5336 -0.0466  -0.79
H -1.8241 -3.3819 -0.4531  0.45
H 0.1898 -2.7560 1.0039  0.12
H 0.1679 0.5582 -2.3261  0.40
H 1.4560 0.1292 -1.2676  0.41
H 0.8110 -3.5319 -1.1489  0.34
H 0.2263 -2.1714 -1.8586  0.35
H -0.6744 -0.3131 1.6574  0.24
H 1.0971 -0.3919 1.0625  0.22
H -0.0582 1.9815 2.2375  0.18
H -0.3936 2.7360 0.6723  0.18
H -1.9652 1.0626 -1.6127  0.21
H -2.3009 1.1345 0.1226  0.24
H -2.3192 -0.4082 -0.7087  0.27
H 2.0034 2.2871 -0.0469  0.19
H 2.0220 3.3113 1.3754  0.21
H 2.3454 1.5885 1.5423  0.19

***

Run x
The following is a DFT calculation (ωB97M-V/def2-TZVPD) of a cluster of 2 separate species, C6H16N2O in total.

Computed properties:
Net charge = 0
HOMO energy = -4.75 eV
Spin multiplicity = 1

Last column: natural (NBO) charge in e.
Cartesian coordinates (Å):
N -0.4054 2.7557 1.0312  -0.80
C 0.0424 1.3462 1.4728  -0.26
C -0.0206 0.4148 0.1250  -0.24
C 1.5115 0.0818 -0.4032  -0.43
C 1.3141 -0.5500 -1.9390  -0.43
C 0.3139 -1.8485 -1.8332  -0.26
N -1.0101 -1.5611 -1.1265  -0.54
C -0.8046 -1.0144 0.3017  -0.25
H -1.3515 2.5827 0.5787  0.34
H 0.2837 3.0515 0.2924  0.34
H 1.1991 1.4767 1.7374  0.20
H -0.5643 0.9387 2.3876  0.30
H -0.5773 1.0090 -0.7343  0.19
H 2.0990 -0.6483 0.3009  0.23
H 2.0515 1.1415 -0.5044  0.24
H 2.3595 -0.7731 -2.4260  0.26
H 0.7101 0.2914 -2.5279  0.21
H 0.1005 -2.1998 -2.9520  0.24
H 0.9234 -2.7042 -1.2819  0.24
H -1.6216 -2.4112 -1.1421  0.44
H -1.4960 -0.8034 -1.6873  0.43
H -1.8725 -0.8453 0.7683  0.27
H -0.1981 -1.8413 0.8763  0.24
O -1.6632 0.7034 4.6039  -1.33
H -1.3237 1.4072 4.0817  0.37

***

It is run x that is the least stable of them.

***

Run w
The following is a DFT calculation (ωB97M-V/def2-TZVPD) of a cluster of 2 separate species, C6H16N2O in total.

Computed properties:
Structure (SMILES) = CC(C)N=O.CC(C)N
Net charge = 0
HOMO energy = -8.11 eV
Spin multiplicity = 1

Last column: natural (NBO) charge in e.
Cartesian coordinates (Å):
C -0.0229 -2.4297 0.5487  -0.63
C 0.3486 -1.1050 1.1826  -0.15
C 1.2282 -1.2274 2.4077  -0.65
N 1.3662 -0.3275 -0.0616  0.08
O 2.0480 0.5928 0.3236  -0.37
H -0.5470 -3.0712 1.2631  0.22
H 0.8779 -2.9409 0.2094  0.21
H -0.6851 -2.2658 -0.3027  0.21
H -0.5625 -0.5593 1.4604  0.19
H 0.6421 -0.9997 3.2985  0.21
H 2.0856 -0.5460 2.3918  0.23
H 1.6846 -2.2130 2.5238  0.21
C -0.7272 2.0738 -0.0172  -0.64
C -0.5831 1.0030 -1.0778  0.06
C 0.1854 1.4818 -2.2937  -0.63
N -1.7994 0.3458 -1.4117  -0.88
H 0.2548 2.2969 0.4039  0.23
H -1.1446 2.9893 -0.4415  0.21
H -1.3687 1.7230 0.7916  0.21
H -0.0287 0.0722 -0.3047  0.23
H 1.1510 1.8942 -2.0083  0.23
H -0.3751 2.2731 -2.7997  0.22
H 0.3392 0.6741 -3.0102  0.21
H -1.7272 -0.3152 -2.1743  0.39
H -2.6401 0.5804 -0.9018  0.39

***

Run x
The following is a DFT calculation (ωB97M-V/def2-TZVPD) of a cluster of 2 separate species, C6H16N2O in total.

Computed properties:
Structure (SMILES) = CN(C)C=O.CC(C)N
Net charge = 0
HOMO energy = -8.55 eV
Spin multiplicity = 1

Last column: natural (NBO) charge in e.
Cartesian coordinates (Å):
C 2.1184 0.4961 0.9979  -0.42
N 1.5428 0.1736 -0.3035  -0.48
C 2.1077 0.9236 -1.4124  -0.40
C 1.1953 -1.2001 -0.5211  0.57
O 1.2510 -2.0725 0.3141  -0.58
H 1.7399 1.4714 1.3087  0.21
H 1.7933 -0.2177 1.7505  0.24
H 3.2087 0.4713 0.9754  0.19
H 1.7031 0.5654 -2.3578  0.21
H 3.1971 0.8340 -1.4470  0.19
H 1.8533 1.9790 -1.2921  0.21
H 0.8957 -1.3626 -1.5684  0.13
C -2.0799 -1.2229 -0.4878  -0.64
C -1.2925 -0.1170 0.2146  -0.12
C -2.0681 1.2001 0.1560  -0.61
N -1.0028 -0.4238 1.6131  -0.87
H -3.0405 -1.3888 0.0104  0.20
H -2.2952 -0.9749 -1.5282  0.20
H -1.5418 -2.1703 -0.4422  0.21
H -0.1655 0.2954 -0.2201  0.26
H -2.3094 1.4810 -0.8693  0.20
H -3.0253 1.0997 0.6773  0.19
H -1.5186 2.0032 0.6468  0.21
H -0.4057 -1.2455 1.6534  0.37
H -1.8608 -0.5978 2.1316  0.35

***

It is run w that is the least stable of them.